Density functional theory data (ωB97M-V with the def2-TZVPD basis set) for C32H47AsB2MgN8O2 as an isolated structure in a non-equilibrium geometry.

Element x y z (Å)
C (3.490, -1.262, -3.703)
H (-0.754, -3.907, -3.387)
C (-3.340, -1.858, -0.886)
H (3.672, -0.144, -7.613)
H (-3.823, 3.324, 3.057)
N (2.187, 0.208, -4.724)
C (-3.868, 1.782, -1.381)
H (4.519, 0.488, -1.766)
O (-2.545, -1.500, 1.189)
H (-4.468, 0.891, -1.583)
H (-6.270, -6.848, 1.050)
H (-6.330, -4.194, 2.445)
N (2.634, -0.099, -1.007)
C (-4.162, -2.409, -1.846)
Mg (0.119, -0.238, -0.078)
C (-3.186, 3.925, 2.409)
C (-6.066, 1.614, 1.303)
C (-0.016, 3.550, 0.311)
H (2.113, -0.729, 2.821)
H (-7.783, -4.955, 1.825)
C (2.887, -0.424, -5.648)
H (-2.146, 3.698, 2.645)
C (-0.292, -3.133, -2.809)
C (-0.482, -4.103, -0.387)
C (-6.216, -4.809, 0.348)
H (-6.040, 2.509, 1.924)
H (-6.888, 0.990, 1.649)
C (-0.126, -3.091, -1.419)
C (-2.754, 1.904, -2.414)
H (-7.747, -4.194, -1.066)
C (1.192, 2.354, -2.935)
H (-4.527, 3.858, 0.715)
C (3.022, 0.144, 1.109)
H (-6.786, -5.580, -1.606)
H (-3.167, 1.943, -3.421)
H (-7.395, -3.299, 1.363)
H (3.899, -1.792, -2.867)
C (3.736, -1.375, -5.044)
H (-4.785, -6.006, 1.488)
H (5.125, 0.810, 0.859)
C (-4.758, 0.840, 1.397)
C (-5.070, -3.368, -1.421)
H (-4.527, 2.652, -1.442)
H (-4.361, -3.516, 1.899)
C (-4.319, -3.226, 0.862)
N (0.752, -1.283, -2.213)
N (2.557, -0.288, -3.526)
H (-2.858, 4.226, 0.293)
O (-2.390, -0.877, -0.987)
H (-3.364, 4.975, 2.640)
H (-0.617, 4.435, 0.123)
H (-2.169, 2.811, -2.247)
C (0.283, -1.968, -3.270)
H (-5.035, -6.554, -0.170)
C (3.904, 0.321, -0.903)
H (-1.528, -4.397, -0.461)
N (1.000, 1.236, -2.218)
H (2.222, 0.807, -7.242)
H (-6.276, 1.901, 0.272)
H (0.123, -4.999, -0.525)
C (-3.430, -2.255, 0.452)
N (2.100, -0.198, 0.219)
H (-2.088, 1.040, -2.358)
H (-5.721, -3.800, -2.163)
C (-5.526, -6.133, 0.704)
As (-3.202, 1.682, 0.484)
C (-7.245, -5.102, -0.746)
N (0.502, -1.971, -1.090)
C (0.790, 3.432, -2.172)
H (-0.284, -3.698, 0.606)
C (-5.174, -3.785, -0.091)
C (4.199, 0.482, 0.434)
H (2.098, -0.931, -7.548)
B (1.747, -0.106, -2.270)
H (0.394, -1.603, -4.273)
H (1.576, 2.303, -3.935)
H (-4.890, -0.147, 0.945)
H (0.888, 3.875, 0.827)
H (3.633, 0.113, 3.157)
H (4.422, -2.035, -5.527)
N (0.476, 1.554, -1.025)
C (2.714, -0.150, -7.099)
C (2.721, 0.140, 2.567)
B (-1.912, -0.658, 0.301)
C (-6.972, -4.278, 1.574)
C (0.368, 2.875, -0.957)
C (-3.487, 3.625, 0.951)
H (-4.124, -2.087, -2.874)
H (-4.482, 0.680, 2.444)
H (-7.996, -5.784, -0.358)
H (0.829, 4.469, -2.438)
H (2.163, 1.038, 2.835)
H (-0.555, 2.854, 0.960)

## Properties
E_tot = -117598.577 eV
Net charge = +1
HOMO level (alpha / beta) = -10.87 / -11.14 eV
2S+1 = 2
Molecular weight = 696.6 g mol⁻¹
Gap between HOMO and LUMO (alpha / beta) = 8.89 / 5.92 eV
ΔE to the lowest compared entry with this formula, charge and spin = 139.2 kJ/mol
LUMO energy (alpha / beta) = -1.985 / -5.213 eV

Atom charges from the Löwdin analysis, given in e for atoms 1 to 4: number 1, C, carries -0.070; number 2, H, carries 0.113; number 3, C, carries -0.209; number 4, H, carries 0.080